Formula: C26H35N3O5
Source: the OMol25 dataset
Level of theory: ωB97M-V with the def2-TZVPD basis set

The geometry in ORCA input format:
```
! wB97M-V def2-TZVPD RIJCOSX def2/J DEFGRID3
* xyz 0 1
O -2.151 1.161 1.885
O 2.587 0.155 -2.442
O 3.982 -0.023 0.548
O 1.260 -3.653 -3.015
O 1.579 -2.300 -0.494
N 0.392 2.212 -1.295
N 1.906 2.220 1.642
N -2.617 -0.985 1.410
C 0.043 1.486 3.904
C -0.869 -2.511 -3.254
C -1.648 -1.039 -1.524
C -0.467 -1.290 -0.845
C -2.660 -0.099 -0.935
C -0.112 -1.344 3.131
C 1.453 1.595 -0.778
C -1.056 0.567 4.431
C -3.436 -0.700 0.248
C 0.965 -0.425 2.571
C 3.067 0.575 0.023
C 2.360 1.639 2.887
C 1.169 -4.128 -4.334
C -1.390 -0.553 3.441
C -0.771 3.357 -2.956
C 2.417 0.637 -1.342
C -1.489 3.589 -1.626
C -0.464 3.141 -0.580
C -2.063 -0.018 2.174
C 0.517 -2.145 -1.324
C 2.832 -2.725 -1.001
C 0.017 2.079 -2.688
C 1.309 0.712 3.530
C -1.838 -1.661 -2.746
C 0.306 -2.780 -2.564
C 2.075 1.556 0.477
H -1.461 3.253 -3.791
H -0.945 2.659 0.278
H -2.117 -1.228 3.912
H -1.786 4.626 -1.486
H 1.118 -3.306 -5.054
H -0.737 0.112 5.372
H -0.275 -0.805 0.096
H -0.310 -2.144 2.413
H 1.081 2.800 1.717
H 0.599 0.008 1.640
H 2.603 2.455 3.574
H 0.130 3.991 -0.221
H -3.387 0.190 -1.696
H 0.279 2.238 4.662
H 0.306 -4.789 -4.469
H -2.740 -1.486 -3.315
H -2.379 2.964 -1.570
H -0.089 4.181 -3.166
H 2.083 -4.697 -4.501
H -2.431 -1.949 1.628
H -2.161 0.796 -0.568
H -0.612 1.190 -2.822
H 1.860 -1.002 2.334
H -3.924 -1.628 -0.054
H 0.904 1.967 -3.312
H -4.201 0.024 0.551
H 2.841 -3.799 -1.195
H -1.953 1.158 4.626
H 3.266 1.072 2.672
H -1.048 -2.980 -4.209
H 3.092 -2.180 -1.909
H 0.243 -1.806 4.055
H 1.751 0.292 4.440
H -0.355 2.000 3.029
H 3.551 -2.478 -0.220
*
```

Results
Relative energy (zero: lowest compared OMol25 entry of this formula, charge and spin), kJ/mol: 259.3
Lowest unoccupied orbital energy, Eh: 0.026
Frontier orbital gap, eV: 8.08
E_HOMO, hartree: -0.272